{"formula": "C12F10O4S3Te4W", "method": "wB97M-V/def2-TZVPD", "symbols": ["W", "O", "S", "O", "O", "O", "F", "C", "C", "F", "C", "F", "C", "S", "C", "F", "C", "F", "Te", "Te", "Te", "Te", "F", "C", "C", "F", "C", "F", "C", "S", "C", "F", "C", "F"], "xyz": [[-0.7280, 0.0644, 0.1370], [-3.6707, 1.6930, -1.0064], [-2.5384, 0.9927, -0.5989], [-2.5774, -0.4532, -0.1811], [-1.7865, 1.4437, 0.6790], [-1.2968, 0.8853, -1.4328], [2.3938, 1.1703, -6.0080], [2.0897, 1.2919, -4.7232], [2.6438, 0.4238, -3.7925], [3.4827, -0.5313, -4.1828], [2.2738, 0.5395, -2.4679], [2.7233, -0.3489, -1.5858], [1.3821, 1.5249, -2.0354], [0.9828, 1.6254, -0.3076], [0.8513, 2.3856, -2.9842], [-0.0396, 3.3018, -2.6253], [1.1839, 2.2589, -4.3216], [0.6253, 3.0606, -5.2254], [1.2445, -0.3632, 1.4292], [3.3552, -0.9750, 2.9841], [-1.3941, -3.1766, 4.0379], [-1.0619, -1.5282, 1.9327], [-3.4402, -5.0614, -4.8478], [-2.7289, -4.2898, -4.0331], [-2.9957, -2.9348, -3.9507], [-3.9630, -2.3872, -4.6795], [-2.2351, -2.1491, -3.1049], [-2.5016, -0.8489, -3.1047], [-1.2028, -2.6660, -2.3253], [-0.1319, -1.7249, -1.2813], [-0.9573, -4.0371, -2.4229], [0.0210, -4.5869, -1.7130], [-1.7075, -4.8336, -3.2718], [-1.4443, -6.1367, -3.3684]], "multiplicity": 1, "total_charge": 0, "e_lumo_ev": [-2.88, -2.88], "orbital_gap_ev": [5.0, 5.0], "e_homo_ev": [-7.85, -7.84]}